Entry 1:
DFT (wB97M-V/def2-TZVPD) results for a cluster of 2 separate species, C5H15N2 in total.

Structure (XYZ):
```
22
Properties=species:S:1:pos:R:3:forces:R:3:lowdin_charge:R:1
N 0.480 0.607 -0.372 1.1196 1.1850 0.7976 0.251
N -0.826 -2.205 -0.363 -1.3372 3.3206 1.9451 0.061
C -1.483 -0.813 0.070 -0.8107 0.5541 -2.6976 -0.349
C 2.896 0.568 -0.936 0.4641 1.3400 -1.2544 -0.054
C -2.715 -0.696 1.043 2.8739 -1.1978 0.4396 -0.033
C -0.494 0.291 0.544 1.6821 -1.0024 1.7877 -0.198
C 1.815 0.893 0.117 -0.2568 -1.3701 -1.0501 -0.192
H 3.541 -0.298 -0.701 -0.6386 0.3750 -0.0306 0.097
H -2.269 -0.882 2.050 -0.4188 0.5123 -0.3434 0.095
H -3.124 0.344 1.005 -0.2818 -1.3344 -0.1913 0.107
H 2.087 0.455 1.075 -0.6192 0.1394 0.4499 0.136
H -1.722 -0.401 -0.954 -0.4557 -0.0916 1.0800 0.140
H 3.533 1.478 -1.075 -0.2085 -0.9507 0.3662 0.096
H -1.146 1.169 0.760 0.1528 0.0052 -0.7088 0.200
H -0.039 0.053 1.520 -0.1744 0.0801 0.0661 0.144
H 1.896 1.995 0.200 -0.7402 0.0930 0.0295 0.183
H 1.311 5.680 -0.314 -0.1146 0.3170 -0.0858 -0.010
H -1.663 -2.461 -0.903 1.0601 -0.7269 -0.3932 0.081
H -0.075 -1.803 -0.948 -0.6466 -1.0534 -0.3339 0.059
H 2.405 0.497 -1.922 0.2829 -0.4676 0.4195 0.088
H -3.273 -1.621 0.930 -1.0480 0.5941 -0.3789 0.086
H 1.046 6.356 -0.506 0.1155 -0.3207 0.0868 0.012
```
Forces are in eV/Å.

## Properties
Orbital gap in eV: 5.680
Strongest force on any atom in hartree/bohr: 0.079
ΔE to the lowest compared entry with this formula, charge and spin in eV: 6.9975
Spin multiplicity: 1
Net charge: +1
HOMO energy in eV: -14.009
LUMO in eV: -8.329
Molar mass in g/mol: 103.2



Entry 2:
DFT (wB97M-V/def2-TZVPD) results for an isolated molecule of C8H11N3O3.

Structure (XYZ):
```
25
Properties=species:S:1:pos:R:3:forces:R:3:lowdin_charge:R:1
O -0.988 -1.458 -1.085 2.7900 -0.7279 -0.0737 -0.103
O 1.612 -2.385 -1.632 -0.1603 0.3580 0.5517 0.088
O 2.361 -0.904 -0.238 0.5881 -0.5020 0.0132 0.089
N 0.582 0.915 -1.952 2.8870 4.0856 -0.0451 0.150
N 1.488 -1.549 -0.760 -1.1905 -0.0736 -0.9264 -0.340
N -0.056 -2.243 1.053 -0.1709 1.0219 -2.5242 0.112
C 0.089 1.952 1.974 -0.0108 -1.6202 -0.7546 -0.095
C -2.295 -1.543 -0.609 0.3341 1.6583 2.8731 -0.069
C 0.014 -1.218 -0.133 0.0686 -2.3765 0.7927 -0.354
C -0.072 0.610 1.558 -0.8024 -0.0182 1.0280 -0.003
C 0.505 1.230 -0.618 -1.3201 -3.5431 -2.5592 -0.307
C 0.147 0.188 0.241 -0.8300 1.9769 3.2742 -0.142
C 0.527 2.871 1.074 -0.1706 2.0698 -0.1523 -0.101
C 0.681 2.500 -0.246 2.8246 3.5211 0.6813 -0.065
H -2.822 -2.091 -1.291 -1.4121 -1.3822 -1.8732 0.057
H 1.077 1.661 -2.476 -0.8298 -1.2507 0.0800 0.124
H 0.210 0.182 -2.430 -1.1637 -2.3158 -1.0144 0.055
H 1.345 3.232 -0.830 -1.7066 -1.1720 0.0980 0.147
H 0.913 -2.331 1.379 -0.5477 -0.1324 0.0361 0.088
H -2.352 -2.086 0.391 -0.0392 1.0651 -1.1127 0.115
H -2.668 -0.493 -0.603 -0.2875 -0.8120 0.5966 0.114
H -0.364 -3.150 0.614 0.7335 1.2063 0.5575 0.108
H 0.650 3.972 1.301 0.0498 -1.5263 0.0851 0.128
H -0.500 -0.059 2.340 0.6898 0.1720 -0.9124 0.122
H -0.082 2.198 2.977 -0.3234 0.3180 1.2807 0.080
```
Forces are in eV/Å.

## Properties
Orbital gap in eV: 8.734
Strongest force on any atom in hartree/bohr: 0.097
ΔE to the lowest compared entry with this formula, charge and spin in eV: 3.3084
Spin multiplicity: 1
Structure (SMILES): CO[C@](N)(c1ccccc1N)[N+](=O)[O-]
HOMO energy in eV: -8.137
LUMO in eV: 0.598
Molar mass in g/mol: 197.2



Entry 3:
DFT (wB97M-V/def2-TZVPD) results for a structure of composition C14H25N2OPdS3SbSi2.

Structure (XYZ):
```
49
Properties=species:S:1:pos:R:3:forces:R:3:lowdin_charge:R:1
Sb -2.821 -0.654 3.971 0.3065 0.0723 -0.2109 0.152
Pd -0.927 -0.040 1.187 -0.2656 -0.0159 -0.1996 0.509
S -4.969 -0.175 4.450 -0.2322 0.0210 0.0002 -0.417
S -1.954 1.332 2.733 0.1133 -0.1716 -0.0352 -0.035
S -2.596 -1.545 1.614 0.2007 -0.0029 0.4004 -0.096
Si 0.485 -3.066 0.373 0.0536 -0.0016 -0.0431 0.394
Si -0.947 2.948 -0.369 -0.0760 0.0364 0.0165 0.398
O 0.793 -0.516 3.323 0.0438 0.1766 -0.2959 0.035
N -0.275 1.318 -0.360 0.2215 0.0878 -0.0925 -0.102
N 0.141 -1.382 -0.056 -0.1549 0.1325 0.0396 -0.124
C 1.365 0.503 -3.558 0.0031 0.0376 -0.0105 -0.103
C 0.731 0.118 2.330 -0.1954 -0.2666 0.3378 -0.492
C -0.234 3.889 1.082 -0.0733 0.0377 0.0426 -0.205
C 0.167 -3.508 2.153 -0.0057 0.0207 -0.0002 -0.204
C 0.315 0.644 -1.349 -0.0129 -0.1157 -0.0304 -0.289
C -0.593 4.034 -1.874 0.0352 0.0281 0.0288 -0.203
C -2.808 2.829 -0.344 -0.0128 -0.0177 0.0391 -0.191
C -0.521 -4.226 -0.701 -0.0152 -0.0046 0.0061 -0.169
C 2.339 -3.332 0.141 0.0270 -0.0173 0.0049 -0.172
C 0.509 -0.801 -1.197 0.1507 -0.0069 0.0406 -0.298
C 1.828 0.958 1.739 -0.0004 -0.0042 0.0187 -0.033
C 1.510 -0.895 -3.427 -0.0006 -0.0438 0.0152 -0.100
C 1.099 -1.517 -2.286 -0.0564 0.0264 -0.0378 -0.064
C 0.792 1.237 -2.562 0.0176 -0.0036 0.0167 -0.045
H -1.090 4.987 -1.664 -0.0030 -0.0074 -0.0139 0.031
H -0.256 3.301 2.000 -0.0051 0.0197 0.0092 -0.037
H 1.949 -1.472 -4.232 -0.0075 -0.0047 0.0052 0.097
H -0.886 -3.718 2.325 -0.0295 -0.0085 0.0098 -0.007
H -3.180 2.339 0.554 -0.0112 -0.0016 -0.0176 -0.030
H 2.591 -4.379 0.331 -0.0127 0.0057 0.0097 0.028
H 0.703 2.302 -2.686 -0.0057 -0.0047 0.0204 0.058
H -3.240 3.832 -0.402 0.0038 -0.0082 -0.0033 0.031
H 2.166 0.465 0.826 -0.0114 0.0236 -0.0121 0.081
H -0.245 -4.220 -1.756 -0.0012 0.0185 -0.0048 0.017
H -1.025 3.636 -2.794 0.0075 0.0079 -0.0031 0.031
H 0.463 -2.728 2.853 0.0032 -0.0141 -0.0142 0.008
H 2.874 -2.730 0.881 0.0039 -0.0093 0.0034 0.030
H 2.722 -3.064 -0.843 0.0319 -0.0188 0.0428 0.011
H -3.154 2.262 -1.213 0.0136 0.0027 -0.0089 0.035
H 1.208 -2.587 -2.194 -0.0397 0.0121 -0.0477 0.068
H 1.450 1.939 1.471 0.0021 0.0103 0.0075 0.043
H 0.463 4.250 -2.042 -0.0040 0.0036 0.0120 0.025
H -0.840 4.782 1.261 0.0235 0.0085 -0.0200 0.035
H 1.711 0.999 -4.456 -0.0019 0.0002 0.0052 0.096
H 0.790 4.217 0.880 0.0053 -0.0237 -0.0118 0.029
H -1.573 -3.938 -0.621 -0.0004 -0.0130 0.0065 0.026
H 0.754 -4.406 2.375 -0.0163 0.0106 -0.0158 0.033
H 2.640 1.025 2.463 -0.0198 -0.0201 -0.0060 0.090
H -0.424 -5.250 -0.329 0.0025 0.0061 -0.0036 0.030
```
Forces are in eV/Å.

## Properties
Orbital gap (alpha / beta) in eV: 5.648 / 4.854
Strongest force on any atom in hartree/bohr: 0.009
ΔE to the lowest compared entry with this formula, charge and spin in eV: 1.5798
Spin multiplicity: 2
Net charge: -1
HOMO energy (alpha / beta) in eV: -3.913 / -3.927
LUMO (alpha / beta) in eV: 1.735 / 0.928
Molar mass in g/mol: 617.9